(1)
Below is a cluster of 10 separate species, C40H70O25S5 in total at a distorted geometry, with properties calculated with ωB97M-V with the def2-TZVPD basis set.

Each line ends with the Löwdin charge.
Positions of all 140 atoms, in Å:
C 13.032 8.376 13.749  0.007
C 11.605 8.494 13.164  -0.305
C 10.856 7.243 12.677  -0.079
O 9.589 7.339 13.314  0.080
C 9.608 8.324 14.225  -0.566
O 8.761 8.404 15.070  0.169
O 10.760 8.972 14.158  0.076
H 13.193 9.297 14.310  0.071
H 13.752 8.293 12.934  0.070
H 13.259 7.606 14.486  0.087
H 11.581 9.218 12.350  0.134
H 11.308 6.299 12.981  0.132
H 10.791 7.182 11.591  0.129
C 22.447 8.687 17.861  -0.005
C 21.131 9.084 17.170  -0.349
C 19.975 8.102 17.288  -0.101
O 18.868 8.913 17.598  0.046
C 19.323 10.142 18.025  -0.500
O 18.672 11.064 18.386  0.160
O 20.671 10.273 17.734  0.091
H 22.944 7.854 17.364  0.088
H 22.236 8.590 18.926  0.091
H 23.185 9.490 17.874  0.086
H 21.247 9.191 16.091  0.123
H 20.187 7.375 18.072  0.138
H 19.795 7.678 16.300  0.126
C 14.716 11.597 11.223  0.030
C 14.259 10.359 10.418  -0.349
C 12.952 10.369 9.745  -0.108
O 13.264 9.862 8.491  0.102
C 14.549 9.873 8.259  -0.519
O 15.108 9.700 7.169  0.118
O 15.192 10.259 9.398  0.070
H 15.716 11.428 11.623  0.074
H 14.062 11.864 12.054  0.082
H 14.652 12.425 10.517  0.095
H 14.232 9.395 10.927  0.141
H 12.464 11.323 9.543  0.154
H 12.307 9.633 10.225  0.127
C 19.416 8.266 12.890  -0.011
C 20.762 8.991 13.237  -0.227
C 21.499 9.438 11.937  -0.106
O 21.729 10.797 12.107  0.112
C 21.081 11.272 13.132  -0.608
O 21.048 12.409 13.557  0.129
O 20.432 10.323 13.776  0.062
H 18.753 8.818 12.223  0.086
H 19.072 8.086 13.909  0.065
H 19.566 7.322 12.368  0.089
H 21.352 8.431 13.963  0.136
H 20.931 9.098 11.070  0.113
H 22.384 8.808 11.852  0.136
C 18.257 12.847 15.670  0.014
C 17.435 12.109 14.620  -0.266
C 17.252 10.583 14.871  -0.064
O 15.866 10.481 14.951  0.078
C 15.296 11.688 14.909  -0.640
O 14.123 11.955 14.946  0.129
O 16.185 12.571 14.912  0.097
H 19.319 12.660 15.508  0.080
H 18.019 12.635 16.713  0.077
H 18.201 13.926 15.521  0.077
H 17.554 12.302 13.554  0.142
H 17.862 10.255 15.713  0.121
H 17.587 10.036 13.990  0.110
O 17.604 16.412 18.153  -0.394
S 16.214 16.272 18.730  0.746
O 15.655 17.351 19.500  -0.347
C 15.055 15.754 17.271  -0.152
C 14.867 14.231 17.528  -0.216
C 14.869 13.937 19.033  -0.213
C 16.035 14.681 19.693  -0.190
H 15.693 15.859 16.394  0.083
H 14.192 16.419 17.236  0.093
H 14.043 13.870 16.913  0.096
H 15.774 13.795 17.108  0.090
H 15.005 12.866 19.179  0.100
H 13.883 14.146 19.447  0.116
H 16.977 14.160 19.519  0.094
H 15.908 14.896 20.754  0.102
O 11.745 8.648 20.486  -0.326
S 12.530 9.587 19.717  0.708
O 12.100 10.938 19.416  -0.344
C 14.285 9.719 20.406  -0.173
C 15.214 9.373 19.222  -0.209
C 14.410 9.485 17.915  -0.233
C 13.027 8.849 18.114  -0.198
H 14.324 8.861 21.078  0.089
H 14.404 10.669 20.926  0.097
H 16.108 9.993 19.283  0.101
H 15.531 8.331 19.245  0.113
H 15.013 9.005 17.145  0.107
H 14.252 10.525 17.628  0.097
H 13.077 7.785 18.345  0.099
H 12.340 8.941 17.273  0.103
O 22.584 16.495 12.176  -0.335
S 21.197 16.908 12.174  0.686
O 20.581 17.223 10.901  -0.351
C 20.219 15.674 13.218  -0.189
C 19.684 16.459 14.429  -0.218
C 20.622 17.629 14.663  -0.226
C 20.951 18.310 13.317  -0.213
H 20.924 14.913 13.554  0.077
H 19.613 15.022 12.589  0.083
H 18.661 16.791 14.253  0.114
H 19.640 15.861 15.339  0.105
H 21.597 17.262 14.983  0.116
H 20.314 18.353 15.417  0.121
H 21.931 18.780 13.392  0.103
H 20.109 18.897 12.950  0.104
O 8.894 13.368 14.418  -0.337
S 8.946 13.031 15.810  0.712
O 7.728 12.715 16.585  -0.366
C 10.230 11.699 16.319  -0.159
C 11.490 12.520 16.679  -0.219
C 11.017 13.803 17.454  -0.184
C 9.822 14.405 16.653  -0.223
H 10.218 11.028 15.461  0.071
H 9.810 11.187 17.185  0.101
H 12.194 11.927 17.263  0.070
H 11.996 12.787 15.751  0.089
H 11.717 14.614 17.653  0.094
H 10.669 13.542 18.453  0.110
H 10.084 15.029 15.798  0.086
H 9.131 15.046 17.201  0.099
O 18.532 11.901 11.297  -0.377
S 19.175 11.804 9.950  0.768
O 19.874 10.597 9.463  -0.349
C 17.910 12.364 8.709  -0.212
C 18.665 13.252 7.709  -0.178
C 19.789 14.081 8.504  -0.178
C 20.300 13.270 9.700  -0.187
H 17.211 12.916 9.337  0.093
H 17.407 11.502 8.271  0.096
H 19.208 12.599 7.026  0.109
H 17.913 13.833 7.174  0.112
H 19.358 15.036 8.803  0.103
H 20.575 14.446 7.842  0.110
H 20.145 13.838 10.617  0.072
H 21.346 12.968 9.738  0.110

## Properties
Structure (SMILES): C[C@H]1COC(=O)O1.C[C@H]1COC(=O)O1.C[C@H]1COC(=O)O1.C[C@H]1COC(=O)O1.C[C@H]1COC(=O)O1.O=S1(=O)CCCC1.O=S1(=O)CCCC1.O=S1(=O)CCCC1.O=S1(=O)CCCC1.O=S1(=O)CCCC1
Total energy in eV: -147975.3720
Lowest unoccupied orbital energy in eV: -0.3
Kohn-Sham gap in Ha: 0.337


(2)
Below is a cluster of 17 separate species, C40H72N15O2 in total at a distorted geometry, with properties calculated with ωB97M-V with the def2-TZVPD basis set.

Each line ends with the Löwdin charge.
Positions of all 129 atoms, in Å:
C -1.551 1.537 3.006  -0.059
C -1.593 0.770 1.693  -0.147
C -0.301 1.013 0.876  -0.122
N -0.282 0.460 -0.477  -0.206
C -1.139 1.248 -1.446  0.004
C -0.664 -0.999 -0.538  -0.105
C 0.597 -1.844 -0.015  -0.104
C 1.696 -0.865 -0.376  -0.207
C 1.108 0.367 -1.020  -0.118
H -0.797 1.007 3.517  0.026
H -2.442 1.545 3.481  0.015
H -1.096 2.629 3.043  0.107
H -2.318 1.167 1.163  0.060
H -1.535 -0.270 1.914  0.101
H 0.562 0.992 1.363  0.066
H -0.425 2.014 0.638  0.087
H -2.148 1.194 -1.085  0.069
H -1.119 0.975 -2.606  0.144
H -1.041 2.319 -1.400  0.053
H -0.825 -1.199 -1.551  0.080
H -1.484 -1.230 -0.169  0.022
H 0.746 -2.973 -0.435  0.151
H 0.340 -1.661 1.026  0.077
H 2.448 -1.425 -1.027  0.090
H 2.209 -0.541 0.434  0.062
H 1.176 0.227 -2.080  0.081
H 1.583 1.435 -0.947  0.148
C -4.716 0.551 6.450  -0.055
C -3.467 1.323 6.327  -0.235
N -2.473 2.021 6.199  0.122
H -4.595 -0.322 5.738  0.070
H -4.831 0.188 7.482  0.092
H -5.502 1.306 6.158  0.109
C -4.724 0.976 -3.053  -0.058
C -3.881 -0.348 -2.947  -0.252
N -3.178 -1.239 -2.814  0.130
H -4.054 1.901 -2.810  0.062
H -5.076 1.075 -4.149  0.090
H -5.678 0.802 -2.420  0.102
C -3.192 5.202 4.695  -0.048
C -3.958 5.027 3.372  -0.265
N -4.443 4.854 2.338  0.105
H -3.656 4.472 5.392  0.056
H -2.014 4.786 4.436  0.141
H -3.301 6.087 5.087  -0.012
C 1.812 4.703 -2.779  0.005
C 1.112 4.600 -1.391  -0.176
N 0.466 4.454 -0.440  0.148
H 1.642 5.662 -3.144  0.072
H 2.726 4.978 -2.608  0.006
H 1.762 3.961 -3.436  0.014
C -1.567 -4.853 -2.931  -0.101
C -2.625 -5.868 -2.824  -0.289
N -3.452 -6.672 -2.721  0.134
H -2.005 -4.017 -3.530  0.079
H -0.889 -4.589 -1.960  0.107
H -0.887 -5.073 -3.731  0.050
C -1.676 -6.684 0.406  -0.007
C -1.964 -5.145 0.364  -0.208
N -2.211 -3.993 0.329  0.135
H -0.799 -6.934 -0.135  0.072
H -1.793 -6.817 1.353  -0.003
H -2.543 -7.221 0.023  0.083
C 2.947 -2.611 -5.535  0.007
C 2.073 -2.349 -4.151  -0.215
N 1.393 -2.157 -3.265  0.165
H 3.971 -2.817 -5.030  0.074
H 2.562 -3.648 -5.984  0.126
H 2.932 -1.736 -6.105  0.015
C 0.314 -0.157 6.042  -0.016
C 0.907 -0.586 4.756  -0.186
N 1.357 -0.872 3.664  0.140
H 0.233 -1.109 6.677  0.135
H 1.091 0.336 6.441  0.048
H -0.555 0.220 5.931  -0.034
C 0.887 4.791 3.058  -0.076
C 1.600 3.531 2.793  -0.298
N 2.275 2.709 2.441  0.163
H -0.137 4.721 2.634  0.061
H 0.840 5.186 4.021  0.044
H 1.444 5.611 2.383  0.132
C 5.327 -1.037 -2.873  -0.081
C 5.818 -0.596 -4.203  -0.325
N 6.304 -0.432 -5.208  0.142
H 5.842 -1.892 -2.333  0.086
H 5.490 -0.001 -2.413  0.092
H 4.324 -1.454 -2.870  0.023
C 3.214 -3.308 2.454  -0.075
C 3.896 -2.928 1.163  -0.252
N 4.529 -2.609 0.145  0.127
H 2.143 -2.795 2.515  0.072
H 3.268 -4.352 2.243  0.049
H 4.054 -2.850 3.199  0.145
C 4.783 4.444 0.520  -0.074
C 4.372 3.260 -0.389  -0.230
N 4.072 2.275 -0.993  0.122
H 4.227 5.376 0.310  0.063
H 4.637 4.055 1.570  0.072
H 5.915 4.720 0.383  0.110
C -2.416 4.873 -3.171  -0.070
C -2.943 4.304 -1.922  -0.271
N -3.416 3.889 -0.902  0.145
H -1.333 4.957 -3.180  0.048
H -2.684 4.238 -3.964  0.047
H -2.690 6.050 -3.292  0.156
C 3.140 -4.776 -2.196  -0.089
C 4.451 -4.799 -2.847  -0.235
N 5.550 -4.911 -3.282  0.142
H 2.285 -4.626 -2.672  -0.015
H 2.806 -5.527 -1.548  0.065
H 2.978 -3.784 -1.618  0.073
C -3.244 -2.368 4.067  -0.065
C -4.401 -3.329 4.088  -0.386
O -5.113 -2.945 5.237  -0.062
H -2.717 -2.651 3.062  0.110
H -2.770 -2.557 4.974  0.052
H -3.828 -1.465 4.136  0.054
H -4.307 -4.436 4.042  0.119
H -4.830 -3.545 3.163  0.083
H -5.787 -3.637 5.183  0.097
C 2.805 1.004 -4.793  -0.117
C 1.479 1.210 -5.360  -0.308
O 0.683 1.856 -4.358  -0.080
H 3.597 1.954 -4.469  0.170
H 3.479 0.176 -5.256  0.069
H 2.610 0.448 -3.898  0.021
H 0.927 0.415 -5.714  0.081
H 1.439 2.034 -6.257  0.161
H -0.173 1.960 -4.549  0.001

## Properties
Charge: +1
Total energy in eV: -69068.8790
Lowest unoccupied orbital energy in eV: -1.8
Energy above the lowest of the compared OMol25 structures with the same formula, charge and spin in kJ/mol: 264.2
Kohn-Sham gap in Ha: 0.364


Looking at HOMO level for the records above, in order, we have -0.3471, -0.4317 Eh.